Entry 1:
C22H22N3NdO2 | ωB97M-V/def2-TZVPD

Values from the calculation:
DFT total energy, a.u.: -1727.24936
Net charge: +2
Max |F|, eV Å⁻¹: 0.3
Lowest unoccupied orbital energy (spin up / spin down), eV: -6.42 / -6.29
Gap between HOMO and LUMO (spin up / spin down), hartree: 0.2361 / 0.2414
Multiplicity: 4

XYZ file:
```
50
Properties=species:S:1:pos:R:3:forces:R:3:mulliken_charge:R:1
Nd -0.0564 0.7919 0.0034 -0.115 -0.201 0.043 1.389
C -1.6104 0.1181 4.3691 -0.036 -0.021 -0.006 -0.993
C -1.0393 0.6606 3.2202 0.072 -0.011 0.043 0.204
N -0.6915 -0.0657 2.1678 0.000 -0.221 0.053 -0.231
C -0.9213 -1.4210 2.1769 0.072 0.127 0.008 0.276
C -1.5460 -2.0365 3.2774 -0.128 -0.082 0.145 1.187
C -1.8666 -1.2291 4.3874 0.005 -0.009 0.044 -0.406
C -1.8573 -3.4169 3.2293 0.028 0.068 0.022 -0.988
C -1.5736 -4.1124 2.0948 0.054 0.022 -0.120 -0.996
C -0.9309 -3.4950 0.9957 -0.070 -0.175 0.029 -0.587
C -0.5490 -2.1765 1.0243 0.144 0.057 -0.232 -0.102
N 0.0965 -1.4600 -0.0045 0.013 0.266 -0.009 -0.223
C 0.8258 -2.0787 -1.0412 -0.127 0.044 0.227 -0.108
C 1.3738 -3.3374 -1.0250 0.073 -0.170 -0.023 -0.576
C 2.0895 -3.8576 -2.1291 -0.051 0.004 0.118 -0.984
C 2.2830 -3.1207 -3.2561 -0.037 0.063 -0.022 -0.989
C 1.7989 -1.7906 -3.2911 0.126 -0.065 -0.155 1.216
C 2.0170 -0.9383 -4.3923 0.000 -0.009 -0.036 -0.412
C 1.5924 0.3654 -4.3623 0.029 -0.023 -0.006 -0.985
C 0.9534 0.8190 -3.2110 -0.052 -0.009 -0.029 0.199
N 0.6997 0.0448 -2.1656 0.071 -0.219 -0.076 -0.237
C 1.0985 -1.2707 -2.1867 -0.070 0.118 0.002 0.238
H -1.8530 0.7572 5.2054 -0.005 -0.012 -0.001 0.419
H -0.8575 1.7294 3.1626 0.021 0.014 -0.013 0.355
H -2.3268 -1.6883 5.2542 0.001 0.003 -0.014 0.467
H -2.3321 -3.8882 4.0794 0.002 0.014 -0.009 0.420
H -1.8363 -5.1591 2.0212 0.010 0.008 -0.017 0.416
H -0.7533 -4.0858 0.1102 -0.024 -0.018 0.010 0.800
H 1.2729 -3.9547 -0.1454 0.029 -0.012 -0.010 0.796
H 2.4829 -4.8633 -2.0653 -0.011 0.010 0.018 0.415
H 2.8142 -3.5193 -4.1100 -0.004 0.014 0.010 0.421
H 2.5343 -1.3268 -5.2613 0.001 0.001 0.012 0.469
H 1.7544 1.0383 -5.1915 0.005 -0.012 0.001 0.422
H 0.6374 1.8556 -3.1442 -0.020 0.010 0.015 0.354
C -2.9409 2.9265 -0.1103 0.089 0.040 0.112 -0.787
O -1.5903 2.6955 0.3704 0.067 0.134 -0.187 -0.245
C -0.8004 3.8993 0.5440 -0.119 0.015 0.054 -0.498
C 0.2777 3.9753 -0.5078 0.119 0.040 -0.061 -0.503
O 1.2166 2.8824 -0.3502 -0.059 0.111 0.174 -0.242
C 2.5293 3.2786 0.1270 -0.094 0.027 -0.111 -0.790
H -3.4501 3.6056 0.5700 -0.033 -0.004 0.000 0.305
H -3.4495 1.9663 -0.1086 -0.012 -0.024 -0.017 0.301
H -2.9155 3.3421 -1.1167 -0.020 0.018 -0.013 0.345
H -0.3641 3.8580 1.5436 0.007 0.028 0.038 0.223
H -1.4481 4.7743 0.4943 -0.016 0.002 -0.025 0.537
H 0.8066 4.9262 -0.4481 0.015 0.004 0.028 0.536
H -0.1518 3.8899 -1.5076 -0.012 0.033 -0.039 0.223
H 2.9437 4.0256 -0.5465 0.032 0.001 -0.001 0.309
H 3.1564 2.3915 0.1106 0.015 -0.022 0.015 0.299
H 2.4574 3.6749 1.1390 0.017 0.021 0.013 0.346
```
Forces are in eV/Å.

=====

Entry 2:
C2H3NO2 | ωB97M-V/def2-TZVPD

Values from the calculation:
DFT total energy, a.u.: -283.03684
Relative energy (zero: lowest compared OMol25 entry of this formula, charge and spin), kcal per mole: 138.8
Max |F|, eV Å⁻¹: 4.7
Lowest unoccupied orbital energy, eV: 0.45
Gap between HOMO and LUMO, hartree: 0.3057
Multiplicity: 1

XYZ file:
```
8
Properties=species:S:1:pos:R:3:forces:R:3:mulliken_charge:R:1
C -0.2218 0.3963 -0.0671 -0.707 -3.282 0.586 -0.055
C 0.7067 -0.5187 0.4541 0.457 -1.050 1.333 -0.297
N -1.3792 -0.2202 -0.0065 -0.140 4.212 -2.140 0.204
O -1.3791 -1.4582 -0.0950 -0.419 -2.277 0.632 -0.610
O 1.6736 -1.0023 -0.2375 0.417 -0.429 -0.321 -0.338
H 0.0332 1.3667 -0.1302 -0.031 3.443 -0.283 0.418
H -2.2091 0.3634 -0.2134 -0.128 -0.764 0.543 0.227
H 2.0531 -1.6602 0.3657 0.551 0.146 -0.349 0.451
```
Forces are in eV/Å.

=====

Entry 3:
C5H6O | ωB97M-V/def2-TZVPD

Values from the calculation:
DFT total energy, a.u.: -269.15654
Relative energy (zero: lowest compared OMol25 entry of this formula, charge and spin), kcal per mole: 119.0
Max |F|, eV Å⁻¹: 0.4
Lowest unoccupied orbital energy (spin up / spin down), eV: -0.08 / -0.08
Gap between HOMO and LUMO (spin up / spin down), hartree: 0.2948 / 0.2949
Multiplicity: 1

XYZ file:
```
12
Properties=species:S:1:pos:R:3:forces:R:3:mulliken_charge:R:1
C -0.0951 1.4648 0.6250 0.050 0.089 0.058 -1.191
C -0.2104 0.0527 0.1310 -0.041 0.142 -0.227 0.192
C -1.4779 -0.4072 -0.4108 -0.130 0.041 0.042 -0.110
O -2.4491 0.3177 -0.5328 0.235 -0.271 0.133 -0.535
C 0.9091 -0.7227 -0.1800 0.334 -0.023 -0.261 0.090
C 1.8866 -1.4981 -0.2837 -0.303 0.303 -0.011 -0.422
H 0.8161 1.6233 1.2078 -0.125 -0.058 -0.089 0.364
H -0.0780 2.1425 -0.2370 0.008 0.017 0.138 0.280
H -0.9655 1.7296 1.2314 0.127 -0.062 -0.100 0.311
H 0.5797 -1.4004 0.7368 -0.102 -0.277 0.023 0.330
H -1.5052 -1.4647 -0.7545 0.014 0.127 0.057 0.361
H 2.6081 -1.9885 -0.9125 -0.067 -0.028 0.238 0.331
```
Forces are in eV/Å.

=====

Entry 4:
C3H28NO9 | ωB97M-V/def2-TZVPD

Values from the calculation:
DFT total energy, a.u.: -862.84015
Relative energy (zero: lowest compared OMol25 entry of this formula, charge and spin), kcal per mole: 0.0
Net charge: +1
Max |F|, eV Å⁻¹: 4.7
Lowest unoccupied orbital energy, eV: -2.66
Gap between HOMO and LUMO, hartree: 0.4122
Multiplicity: 1

XYZ file:
```
41
Properties=species:S:1:pos:R:3:forces:R:3:mulliken_charge:R:1
C 1.2665 -1.7802 2.6028 1.273 -0.390 -0.986 -1.067
C 1.5293 -0.3086 2.3565 0.807 0.368 -0.528 -0.271
N 0.3019 0.3767 1.7884 -0.652 -1.957 -0.704 0.450
C -0.7237 0.6455 2.8239 -0.627 -0.211 1.439 -0.777
H 1.0035 -2.3085 1.6697 -0.020 0.324 0.261 0.195
H 2.1833 -2.2850 2.9545 -0.364 0.356 0.012 0.402
H 0.5029 -1.9408 3.3144 -0.853 -0.209 0.826 0.345
H 1.7945 0.2343 3.2961 -0.227 -0.401 -0.758 0.380
H 2.3817 -0.1622 1.6151 -1.205 -0.104 0.923 0.175
H -0.1504 -0.2569 0.9978 1.184 1.457 1.688 -0.065
H 0.6519 1.2623 1.3190 -0.329 0.176 -0.142 0.416
H -1.1680 -0.3050 3.2660 0.750 1.196 -0.883 0.272
H -1.5468 1.2401 2.4003 0.396 -0.281 0.079 0.309
H -0.2746 1.2148 3.6763 -0.184 -0.361 -0.901 0.373
H 0.8229 0.0162 -3.0545 0.610 -0.303 0.033 0.442
H 0.4500 0.5450 -4.4698 0.226 0.061 -0.621 0.300
O 0.1597 0.4991 -3.5661 -0.879 0.397 0.431 -0.721
H 1.9920 1.9906 0.0277 0.169 0.039 0.036 0.360
H 0.6388 2.6280 -0.2455 -1.702 0.684 -1.985 0.469
O 1.2215 2.4169 0.4449 1.724 -0.383 2.113 -0.782
H -1.0425 -1.2687 -1.2891 0.014 -0.254 0.231 0.309
H -0.9963 -1.9839 0.1234 1.089 1.221 -1.473 0.359
O -0.4187 -1.4863 -0.5625 -0.843 -1.021 1.273 -0.810
H -3.6752 1.1177 -0.7187 -4.109 1.882 -0.308 0.268
H -2.7160 0.2090 -1.4073 0.032 0.790 1.121 0.398
O -2.8490 0.7965 -0.5859 3.968 -2.356 -1.055 -0.711
H -2.3856 -1.3605 -3.2043 -1.190 -1.814 -1.927 0.239
H -1.2808 -0.2325 -3.0923 -0.872 -0.755 0.224 0.403
O -2.0034 -0.7729 -2.6165 1.985 2.657 1.320 -0.719
H -2.6092 -0.4132 0.5829 -0.311 0.195 -0.062 0.440
H -3.1847 -1.5693 1.5058 1.449 0.845 -0.568 0.275
O -2.3445 -1.1351 1.1786 -1.443 -1.473 0.987 -0.622
H 2.1746 -1.8136 -2.3997 -0.391 0.879 0.480 0.315
H 1.0833 -1.2610 -1.4552 -1.894 -1.084 1.693 0.413
O 1.7832 -0.9965 -2.0112 2.194 -0.208 -2.081 -0.769
H -1.3612 2.0926 -1.1584 0.871 0.493 -0.635 0.390
H -0.2967 2.0822 -2.3479 -0.426 0.398 0.780 0.357
O -0.5730 2.5680 -1.5343 -0.710 -0.900 -0.319 -0.769
H 2.6357 0.0912 -1.0363 0.823 0.760 0.760 0.427
H 3.9212 0.8920 -0.7808 2.586 0.582 -1.081 0.279
O 3.1023 0.7224 -0.4077 -2.918 -1.300 0.303 -0.678
```
Forces are in eV/Å.

=====

Entry 5:
C6H11N2O6 | ωB97M-V/def2-TZVPD

Values from the calculation:
DFT total energy, a.u.: -795.86771
Relative energy (zero: lowest compared OMol25 entry of this formula, charge and spin), kcal per mole: 0.0
Structure (SMILES): O=CN1[C@H](O)[C@@H](O)[NH2+][C@H](O)[C@]1(O)C=O
Net charge: +1
Max |F|, eV Å⁻¹: 4.7
Lowest unoccupied orbital energy, eV: -3.41
Gap between HOMO and LUMO, hartree: 0.3887
Multiplicity: 1

XYZ file:
```
25
Properties=species:S:1:pos:R:3:forces:R:3:mulliken_charge:R:1
O -2.4588 2.0702 0.5718 0.172 0.132 -0.322 -0.519
C -1.2550 2.1090 0.5260 0.100 2.334 1.985 0.156
N -0.4610 1.0054 0.4254 -1.239 -1.542 -0.386 0.236
C 0.7070 1.1919 -0.3148 0.658 0.935 -0.654 -0.286
O 0.3969 1.1870 -1.7204 0.786 -0.519 -0.114 -0.532
C 1.8148 0.1093 -0.1926 -0.463 0.639 -0.398 -0.676
O 2.6159 0.3201 0.8886 1.169 -0.584 -0.064 -0.482
N 1.1968 -1.2929 -0.2295 0.546 0.233 -3.076 -0.082
C 0.1900 -1.2817 0.8352 -3.384 -0.125 0.160 -0.631
O -0.1646 -2.5085 1.3304 -0.102 -0.238 -1.290 -0.525
C -1.0859 -0.3407 0.2703 1.102 -0.516 3.563 0.677
O -2.1230 -0.5437 1.2171 -0.047 0.855 -0.230 -0.624
C -1.6881 -0.7631 -1.0286 3.811 -1.435 0.990 -0.490
O -1.2941 -1.7466 -1.5923 -0.115 -0.787 -0.286 -0.517
H -0.6317 3.0964 0.8115 -1.175 -1.808 -1.002 0.293
H 1.1478 2.1215 0.1187 0.067 -0.404 -0.973 0.567
H -0.2110 1.8342 -2.1209 0.325 0.084 0.925 0.386
H 2.3339 0.2329 -1.1048 0.725 -0.150 -1.059 0.640
H 3.5538 0.1792 0.5971 -1.070 0.231 0.717 0.420
H 0.7307 -1.3511 -1.2278 0.591 -0.219 2.193 0.489
H 1.9165 -2.0703 -0.2318 -0.903 0.998 0.611 0.406
H 0.5615 -0.7190 1.6674 0.463 0.256 0.373 0.590
H -0.7018 -2.9800 0.6580 0.219 0.139 0.567 0.415
H -2.7685 0.2314 1.2447 1.226 -1.031 -0.392 0.431
H -2.3219 -0.0909 -1.3988 -3.460 2.522 -1.840 0.657
```
Forces are in eV/Å.

=====

Entry 6:
C18H41IrN2P3SSe | ωB97M-V/def2-TZVPD

Values from the calculation:
DFT total energy, a.u.: -4746.96782
Relative energy (zero: lowest compared OMol25 entry of this formula, charge and spin), kcal per mole: 0.0
Net charge: +3
Max |F|, eV Å⁻¹: 4.2
Lowest unoccupied orbital energy (spin up / spin down), eV: -8.36 / -12.87
Gap between HOMO and LUMO (spin up / spin down), hartree: 0.2732 / 0.1074
Multiplicity: 5

XYZ file:
```
67
Properties=species:S:1:pos:R:3:forces:R:3:mulliken_charge:R:1
Ir 0.0157 0.4411 0.1259 -0.808 -1.195 0.151 0.505
P 0.2186 2.0947 1.7929 0.412 0.801 0.503 0.538
P -2.2510 0.1404 0.2578 -1.525 1.740 -1.266 0.832
P 2.1536 -0.3607 0.1088 1.689 0.688 -0.667 0.846
H -1.6213 -3.2633 -6.0583 0.305 -0.589 -0.033 0.306
C -0.8331 -3.9563 -5.7212 -0.439 -0.126 0.740 -0.582
C -0.7606 -4.2502 -4.4079 0.447 0.107 -0.594 -0.444
H -1.4599 -3.8631 -3.6426 0.214 -0.153 -0.748 0.246
C 0.4585 3.7841 1.0387 -0.236 -0.334 -0.008 -1.428
C -1.1594 2.2394 3.0024 0.166 0.074 0.126 -0.850
C 1.6863 1.9317 2.8941 -0.422 0.166 -0.027 -1.011
C -3.1196 -0.8455 -0.9985 0.140 -0.274 -0.115 -1.380
C -2.9481 -0.4866 1.7853 -0.267 -0.550 0.664 -0.983
C -3.0695 1.7458 -0.1022 -0.504 -0.316 0.239 -1.495
C 2.5596 -1.5941 -1.1571 -0.176 -0.102 -0.116 -1.258
C 2.8687 -1.0710 1.6123 0.110 0.022 0.188 -1.165
C 3.2638 1.0146 -0.3752 0.371 -0.535 0.062 -1.237
H -0.1535 -4.3536 -6.4988 -0.358 0.258 0.762 0.283
H 0.0924 -4.7897 -3.9845 -0.419 -0.247 -0.307 0.274
H 0.6056 4.5497 1.8188 -0.086 -0.391 -0.177 0.514
H -0.4222 4.0501 0.4315 0.285 -0.071 0.270 0.373
H 1.3389 3.7723 0.3762 -0.270 -0.052 0.298 0.395
H -1.0189 3.1321 3.6337 -0.050 -0.241 -0.254 0.482
H -1.1546 1.3433 3.6506 -0.088 0.428 -0.356 0.029
H -2.1376 2.2984 2.5084 0.374 0.059 0.188 0.270
H 1.7788 2.8389 3.5102 0.010 -0.290 -0.112 0.521
H 2.6079 1.7928 2.3163 -0.331 0.072 0.253 0.232
H 1.5222 1.0551 3.5420 0.273 0.233 -0.131 0.134
H -4.1897 -0.5983 -0.9115 0.338 -0.154 -0.042 0.556
H -2.9847 -1.9190 -0.8200 -0.004 0.179 -0.115 0.428
H -2.7824 -0.5942 -2.0115 -0.113 -0.052 0.246 0.331
H -3.3002 0.3254 2.4306 0.033 -0.177 -0.141 0.381
H -2.2130 -1.0845 2.3477 -0.412 0.163 -0.306 0.063
H -3.8051 -1.1327 1.5153 0.361 0.329 0.300 0.530
H -4.1497 1.5563 -0.0525 0.120 0.372 -0.030 0.536
H -2.8073 2.0515 -1.1259 -0.101 -0.134 0.331 0.372
H -2.8037 2.5466 0.5952 -0.046 -0.157 -0.205 0.320
H 3.6508 -1.7301 -1.1523 -0.293 -0.011 -0.021 0.560
H 2.2454 -1.2347 -2.1444 0.060 -0.119 0.187 0.268
H 2.0716 -2.5528 -0.9457 0.086 0.182 -0.079 0.392
H 3.7154 -1.7013 1.3077 -0.200 0.115 0.243 0.497
H 2.1256 -1.6708 2.1439 0.216 -0.084 -0.103 0.227
H 3.2309 -0.2822 2.2799 -0.029 -0.234 -0.130 0.382
H 4.2417 0.5574 -0.5762 -0.020 0.447 -0.003 0.492
H 3.3613 1.7734 0.4108 -0.005 -0.172 -0.282 0.324
H 2.8675 1.4739 -1.2915 0.247 -0.144 0.262 0.262
C 0.1952 0.9100 -3.2673 -0.339 0.253 -0.489 0.827
C -0.1838 -0.4415 -3.2631 0.577 -0.063 -0.153 -0.422
C 0.1260 -1.2100 -4.3802 -0.484 0.163 0.697 -0.268
C 0.6659 -0.6653 -5.5463 0.188 0.465 0.227 -0.555
C 0.9337 0.7082 -5.5907 -0.101 0.251 0.194 -0.599
C 0.6810 1.4958 -4.4663 0.124 0.230 0.512 -0.745
Se 0.0746 2.0176 -1.7334 -0.004 -0.571 -0.965 -0.048
H -0.4587 -1.1183 -0.0641 0.516 0.249 0.320 -0.004
H -0.6625 -0.9026 -2.3906 0.361 0.167 -0.357 0.389
H -0.1081 -2.2594 -4.3120 0.131 0.131 -0.288 0.184
H 0.8816 -1.3011 -6.4066 -0.091 0.166 0.267 0.466
H 1.3420 1.1720 -6.4899 -0.171 -0.139 0.265 0.415
H 0.8634 2.5772 -4.4380 0.106 -0.489 -0.358 0.408
N -0.0380 0.3712 6.3194 0.099 -0.577 -1.731 -0.313
C -0.2097 -0.7821 5.6288 -0.188 0.161 4.185 0.838
N -0.5021 -1.8385 6.4100 0.207 0.527 -1.643 -0.393
S -0.0612 -0.9969 3.9655 0.188 -0.029 -0.787 0.067
H 0.0071 0.3227 7.3318 0.036 0.251 -0.173 0.235
H 0.1984 1.2428 5.8532 -0.092 -0.306 0.331 0.224
H -0.6243 -2.7395 5.9765 -0.015 -0.257 0.322 0.222
H -0.6562 -1.7368 7.4040 -0.103 -0.114 -0.022 0.210
```
Forces are in eV/Å.